Here is C3H4AgO3 as an isolated structure in a non-equilibrium geometry from the Open Molecules 2025 dataset. Energies are from the ωB97M-V functional and the def2-TZVPD basis.

The geometry in XYZ format:
```
11
Properties=species:S:1:pos:R:3:nbo_charge:R:1
C 1.955 -0.920 -0.710 -0.710
C 1.208 -1.233 0.496 -0.225
H 1.456 -1.043 -1.685 0.203
H 1.408 -2.183 1.008 0.221
H 3.029 -1.161 -0.647 0.243
O -0.749 1.314 0.016 -0.793
C -1.302 0.206 0.202 0.978
O -0.690 -0.807 0.659 -0.630
O -2.608 0.057 0.070 -0.673
Ag 1.127 0.872 0.725 0.885
H -2.913 0.523 -0.719 0.501
```

Summary:
**<S²>**: 0.768
**HOMO-LUMO gap (alpha / beta)**: 6.428 / 8.703 eV
**Net charge**: 0
**E_LUMO (alpha / beta)**: -0.1 / -0.2 eV
**2S+1**: 2



Here is C3H4AlFO3 as an isolated structure in a non-equilibrium geometry from the Open Molecules 2025 dataset. Energies are from the ωB97M-V functional and the def2-TZVPD basis.

The geometry in XYZ format:
```
12
Properties=species:S:1:pos:R:3:nbo_charge:R:1
C 1.240 -0.136 0.703 -1.183
C 0.876 0.122 -0.661 0.497
H 0.982 0.725 1.338 0.259
H 0.813 -1.063 1.110 0.250
F 0.933 -0.993 -1.491 -0.347
H 1.450 0.918 -1.153 0.164
Al 3.344 -0.265 0.818 0.803
O -2.188 0.710 0.610 -0.691
C -1.689 0.055 -0.455 0.977
O -2.163 -0.989 -0.859 -0.628
O -0.641 0.687 -0.897 -0.595
H -2.958 0.229 0.937 0.493
```

Summary:
**HOMO-LUMO gap**: 7.831 eV
**Net charge**: 0
**E_LUMO**: -0.7 eV



Here is C3H4AlO3 as an isolated structure in a non-equilibrium geometry from the Open Molecules 2025 dataset. Energies are from the ωB97M-V functional and the def2-TZVPD basis.

The geometry in XYZ format:
```
11
Properties=species:S:1:pos:R:3:nbo_charge:R:1
O 1.863 0.708 0.026 -0.372
C 1.385 -0.257 -0.508 0.679
C 0.678 -1.432 0.039 -0.326
H 0.387 -2.106 -0.775 0.340
H 0.717 -1.585 1.125 0.340
H 2.106 -1.446 -0.270 0.237
Al -0.243 1.932 0.415 1.363
O -0.354 -0.004 -0.102 -0.825
C -1.587 -0.393 -0.438 0.677
O -2.285 0.696 -0.277 -0.688
H -3.229 0.503 -0.189 0.574
```

Summary:
**<S²>**: 0.842
**HOMO-LUMO gap (alpha / beta)**: 7.209 / 5.678 eV
**Net charge**: +2
**E_LUMO (alpha / beta)**: -12.0 / -13.0 eV
**2S+1**: 2



Here is C3H4AlO3 as an isolated structure in a non-equilibrium geometry from the Open Molecules 2025 dataset. Energies are from the ωB97M-V functional and the def2-TZVPD basis.

The geometry in XYZ format:
```
11
Properties=species:S:1:pos:R:3:nbo_charge:R:1
H 0.933 1.008 1.623 0.399
O -0.733 -0.664 0.612 -0.944
Al -1.701 -1.938 0.115 2.519
C 0.470 -0.281 0.975 0.302
C 0.925 0.960 0.276 -0.397
H 1.205 -1.099 1.029 0.286
H 1.898 0.810 -0.209 0.354
H 0.291 1.854 0.336 0.324
O -1.787 -1.166 -1.470 -0.732
C -1.168 -0.143 -1.487 1.123
O -0.335 0.659 -1.800 -0.235
```

Summary:
**HOMO-LUMO gap**: 6.671 eV
**Net charge**: +3
**E_LUMO**: -19.4 eV



Here is a 2-piece molecular cluster, C3H4BNO2 overall in a non-equilibrium geometry from the Open Molecules 2025 dataset. Energies are from the ωB97M-V functional and the def2-TZVPD basis.

The geometry in XYZ format:
```
11
Properties=species:S:1:pos:R:3:nbo_charge:R:1
B 0.179 0.140 -1.549 1.200
C 1.076 -0.803 1.328 0.200
C -1.197 0.196 1.494 -0.379
C -0.102 -0.186 0.879 -0.353
N 2.205 -1.119 1.450 -0.337
O -0.827 0.072 -2.424 -0.874
O 1.412 0.443 -1.754 -0.899
H -1.351 0.119 2.549 0.201
H -1.867 0.631 0.868 0.190
H -1.539 -0.145 -1.792 0.512
H 2.012 0.654 -1.048 0.539
```

Summary:
**HOMO-LUMO gap**: 9.218 eV
**Net charge**: 0
**E_LUMO**: -0.1 eV



Here is a 2-piece molecular cluster, C3H4BNO3 overall in a non-equilibrium geometry from the Open Molecules 2025 dataset. Energies are from the ωB97M-V functional and the def2-TZVPD basis.

The geometry in XYZ format:
```
12
Properties=species:S:1:pos:R:3:nbo_charge:R:1
O 1.202 1.381 -0.598 -0.537
C 1.258 0.456 -1.389 0.606
N 0.495 -0.502 -2.044 -0.555
C 1.676 -0.138 -2.621 0.585
O 2.267 -0.379 -3.656 -0.532
H -0.332 -0.973 -2.055 0.434
C -1.142 0.362 2.433 -1.063
B -0.934 -0.568 1.202 1.114
O -0.904 -1.299 0.272 -0.855
H -2.003 0.061 3.124 0.270
H -1.190 1.435 2.215 0.274
H -0.392 0.163 3.117 0.259
```

Summary:
**SMILES**: O=c1[nH]c1=O.CB=O
**HOMO-LUMO gap**: 10.672 eV
**Net charge**: 0
**E_LUMO**: 0.3 eV



Here is one molecule with the formula C3H4Br2 in a non-equilibrium geometry from the Open Molecules 2025 dataset. Energies are from the ωB97M-V functional and the def2-TZVPD basis.

The geometry in XYZ format:
```
9
Properties=species:S:1:pos:R:3:nbo_charge:R:1
C 0.299 0.480 -1.115 -0.413
C 1.147 0.682 -0.179 -0.044
Br 1.522 2.540 0.099 0.006
C 2.090 -0.154 0.605 -0.493
Br 2.310 -1.934 -0.115 0.019
H -0.215 1.278 -1.629 0.227
H 0.128 -0.503 -1.364 0.214
H 2.984 0.351 0.754 0.241
H 1.498 -0.210 1.504 0.243
```

Summary:
**SMILES**: C=C(Br)CBr
**HOMO-LUMO gap**: 10.424 eV
**Net charge**: 0
**E_LUMO**: 0.6 eV



Here is a 2-piece molecular cluster, C3H4Br2Cl2O overall in a non-equilibrium geometry from the Open Molecules 2025 dataset. Energies are from the ωB97M-V functional and the def2-TZVPD basis.

The geometry in XYZ format:
```
12
Properties=species:S:1:pos:R:3:nbo_charge:R:1
C -0.382 0.391 0.637 -0.317
C 0.160 -0.959 0.260 0.072
C -1.093 1.598 -1.351 -0.264
O 1.089 -1.422 1.145 -0.656
Cl 0.908 -0.955 -1.470 -0.142
Cl -2.668 2.248 -1.110 0.076
Br -2.070 0.477 1.430 0.118
Br 0.176 3.168 -1.627 0.011
H 0.249 1.106 1.064 0.204
H -0.728 -1.808 0.154 0.226
H -0.891 0.765 -1.935 0.198
H 1.599 -0.639 1.408 0.474
```

Summary:
**HOMO-LUMO gap (alpha / beta)**: 8.026 / 8.051 eV
**Net charge**: 0
**E_LUMO (alpha / beta)**: -0.9 / -0.8 eV



Here is C3H4Br2Na6O3 as an isolated structure in a non-equilibrium geometry from the Open Molecules 2025 dataset. Energies are from the ωB97M-V functional and the def2-TZVPD basis.

The geometry in XYZ format:
```
18
Properties=species:S:1:pos:R:3:nbo_charge:R:1
Na 17.946 7.119 -17.644 0.962
Na 18.110 6.514 -12.764 0.970
Na 18.259 9.064 -14.138 0.986
Na 16.111 5.678 -15.836 0.976
Na 16.357 7.777 -14.357 0.980
Na 19.602 7.759 -15.834 0.920
C 18.122 6.508 -14.894 0.875
O 17.096 5.997 -14.335 -0.927
O 18.092 6.598 -16.109 -0.961
O 18.977 7.097 -14.207 -0.912
Br 18.562 3.830 -19.189 0.110
C 20.029 4.556 -18.056 -0.459
C 19.558 4.398 -16.622 -0.413
Br 20.718 5.311 -15.292 0.000
H 20.078 5.605 -18.348 0.170
H 20.980 4.063 -18.257 0.298
H 19.410 3.357 -16.335 0.288
H 18.670 5.011 -16.472 0.136
```

Summary:
**HOMO-LUMO gap**: 4.402 eV
**Net charge**: +4
**E_LUMO**: -17.5 eV



Here is C3H4BrClO2S as an isolated structure in a non-equilibrium geometry from the Open Molecules 2025 dataset. Energies are from the ωB97M-V functional and the def2-TZVPD basis.

The geometry in XYZ format:
```
12
Properties=species:S:1:pos:R:3:nbo_charge:R:1
C -0.335 0.290 1.458 -0.596
C 0.595 -0.625 0.395 -0.440
C 0.344 -0.427 -1.489 0.184
O -1.357 2.534 0.239 -0.854
O -0.438 0.647 -1.493 -0.717
S -1.445 1.106 0.018 1.445
Cl 1.914 -0.199 -2.150 0.039
Br -0.478 -2.147 -2.058 -0.007
H -0.862 -0.298 2.214 0.245
H 0.173 1.146 1.974 0.244
H 0.225 -1.672 0.368 0.226
H 1.664 -0.354 0.524 0.230
```

Summary:
**HOMO-LUMO gap**: 9.360 eV
**Net charge**: 0
**E_LUMO**: -0.2 eV



Here is one molecule with the formula C3H4BrF in a non-equilibrium geometry from the Open Molecules 2025 dataset. Energies are from the ωB97M-V functional and the def2-TZVPD basis.

The geometry in XYZ format:
```
9
Properties=species:S:1:pos:R:3:nbo_charge:R:1
C 0.988 0.644 0.400 -0.686
C 0.005 -0.039 -0.474 0.429
F 0.201 0.031 -1.791 -0.316
C -1.171 -0.729 0.041 -0.423
Br -2.389 -1.553 -1.118 0.074
H 1.963 0.158 0.337 0.232
H 1.112 1.680 0.084 0.233
H 0.642 0.617 1.428 0.235
H -1.352 -0.809 1.092 0.223
```

Summary:
**SMILES**: C/C(F)=C/Br
**HOMO-LUMO gap**: 9.696 eV
**Net charge**: 0
**E_LUMO**: 0.9 eV



Here is a 2-piece molecular cluster, C3H4BrF overall in a non-equilibrium geometry from the Open Molecules 2025 dataset. Energies are from the ωB97M-V functional and the def2-TZVPD basis.

The geometry in XYZ format:
```
9
Properties=species:S:1:pos:R:3:nbo_charge:R:1
C -0.494 -0.685 -0.654 -0.192
C -1.658 -0.028 0.062 -0.511
C -0.246 -0.192 0.521 -0.147
F 3.134 1.047 -0.646 -0.568
Br 0.960 0.145 1.881 0.134
H 2.917 0.591 0.146 0.559
H -0.171 -1.180 -1.535 0.218
H -2.002 0.946 -0.266 0.254
H -2.441 -0.645 0.491 0.253
```

Summary:
**<S²>**: 2.009
**HOMO-LUMO gap (alpha / beta)**: 6.224 / 8.361 eV
**Net charge**: 0
**E_LUMO (alpha / beta)**: 0.6 / -2.4 eV
**2S+1**: 3



Here is a 2-piece molecular cluster, C3H4BrN overall in a non-equilibrium geometry from the Open Molecules 2025 dataset. Energies are from the ωB97M-V functional and the def2-TZVPD basis.

The geometry in XYZ format:
```
9
Properties=species:S:1:pos:R:3:nbo_charge:R:1
C -0.213 1.328 0.709 0.165
C -0.440 -0.901 -0.421 -0.655
C 0.306 0.305 -0.070 -0.221
N -0.497 2.186 1.425 -0.255
Br 1.483 1.037 -1.432 0.104
H -0.761 -1.394 0.390 0.233
H 0.119 -1.739 -1.026 0.246
H -1.304 -0.520 -0.862 0.223
H 1.307 -0.301 1.286 0.159
```

Summary:
**HOMO-LUMO gap**: 9.122 eV
**Net charge**: 0
**E_LUMO**: -0.8 eV



Here is one molecule with the formula C3H4BrN3O8 in a non-equilibrium geometry from the Open Molecules 2025 dataset. Energies are from the ωB97M-V functional and the def2-TZVPD basis.

The geometry in XYZ format:
```
19
Properties=species:S:1:pos:R:3:nbo_charge:R:1
O 2.824 -0.899 -0.474 -0.372
N 1.659 -1.238 -0.643 0.558
O 1.284 -2.267 -0.959 -0.281
C 0.591 -0.153 -0.316 0.018
C -0.475 -0.710 0.952 0.011
O 0.222 -1.308 1.920 -0.670
N 1.401 0.985 0.289 0.538
O 1.653 0.895 1.452 -0.374
O 1.713 1.910 -0.364 -0.319
C 0.074 0.440 -1.629 0.346
O 1.003 0.380 -2.530 -0.684
Br -1.560 -0.583 -2.327 -0.009
N -0.450 1.911 -1.543 0.506
O -1.178 2.270 -0.642 -0.345
O -0.106 2.594 -2.469 -0.348
H -1.036 0.067 1.212 0.180
H -1.172 -1.550 0.504 0.218
H 0.771 -0.694 2.285 0.487
H 0.912 1.032 -3.294 0.541
```

Summary:
**SMILES**: O=[N+]([O-])C(CO)([N+](=O)[O-])[C@@](O)(Br)[N+](=O)[O-]
**HOMO-LUMO gap**: 10.229 eV
**Net charge**: 0
**E_LUMO**: -1.2 eV



Here is a 2-piece molecular cluster, C3H4BrNO2 overall from the Open Molecules 2025 dataset. Energies are from the ωB97M-V functional and the def2-TZVPD basis.

The geometry in XYZ format:
```
11
Properties=species:S:1:pos:R:3:nbo_charge:R:1
O 2.569 1.919 -0.095 -0.474
N 1.475 1.385 -0.013 0.350
O 0.361 2.232 0.011 -0.551
C 1.171 0.135 0.071 -0.184
Br 2.535 -1.124 0.027 0.117
H 0.704 3.146 0.003 0.497
H 0.145 -0.186 0.125 0.244
C -2.064 -2.413 -0.228 -0.221
C -2.406 -1.332 0.146 -0.246
H -1.798 -3.378 -0.547 0.234
H -2.692 -0.384 0.500 0.235
```

Summary:
**SMILES**: [O-]/[N+](O)=C\Br.C#C
**HOMO-LUMO gap**: 9.749 eV
**Net charge**: 0
**E_LUMO**: 0.7 eV



Here is a 2-piece molecular cluster, C3H4BrNO2 overall in a non-equilibrium geometry from the Open Molecules 2025 dataset. Energies are from the ωB97M-V functional and the def2-TZVPD basis.

The geometry in XYZ format:
```
11
Properties=species:S:1:pos:R:3:nbo_charge:R:1
C -1.483 -0.315 -0.728 -0.432
C -0.937 -0.946 0.289 -0.045
C 0.972 -0.063 0.775 -0.239
N 0.945 1.090 -0.086 0.472
O 0.445 2.087 0.351 -0.392
O 1.254 0.999 -1.227 -0.370
Br 2.275 -1.300 0.208 0.104
H -2.273 -0.691 -1.306 0.229
H -1.043 0.650 -1.047 0.232
H -1.122 -1.721 0.968 0.210
H 0.968 0.210 1.803 0.233
```

Summary:
**HOMO-LUMO gap**: 9.618 eV
**Net charge**: 0
**E_LUMO**: -0.4 eV



Here is one molecule with the formula C3H4BrNO3 in a non-equilibrium geometry from the Open Molecules 2025 dataset. Energies are from the ωB97M-V functional and the def2-TZVPD basis.

The geometry in XYZ format:
```
12
Properties=species:S:1:pos:R:3:nbo_charge:R:1
O 0.045 1.267 1.835 -0.648
C -0.084 0.361 0.854 0.636
O 0.276 -0.984 0.967 -0.524
C 1.275 -0.437 0.153 0.217
O 0.888 -0.444 -1.240 -0.532
C -0.484 -0.289 -1.272 0.066
N -0.871 0.689 -0.274 -0.465
Br -2.785 0.692 0.248 0.140
H 0.954 1.106 2.131 0.498
H 2.508 -0.823 -0.047 0.244
H -0.832 -1.245 -1.023 0.168
H -0.890 0.108 -2.333 0.199
```

Summary:
**SMILES**: O[C@]12O[C@H]1OCN2Br
**HOMO-LUMO gap**: 7.967 eV
**Net charge**: 0
**E_LUMO**: -0.7 eV



Here is C3H4CeO3 as an isolated structure in a non-equilibrium geometry from the Open Molecules 2025 dataset. Energies are from the ωB97M-V functional and the def2-TZVPD basis.

The geometry in XYZ format:
```
11
Properties=species:S:1:pos:R:3:mulliken_spin:R:1
H -1.943 -0.456 -1.052 0.000
O 1.531 1.649 1.888 -0.008
O -1.381 -1.178 0.773 -0.011
C -1.130 -0.961 -0.498 0.001
C 0.575 0.321 -0.767 -0.002
O 0.607 1.660 -0.268 -0.004
C 0.908 1.030 0.951 -0.015
H -0.652 -1.827 -0.995 -0.001
H 0.387 0.423 -1.844 -0.001
H 1.433 -0.368 -0.760 -0.001
Ce -0.335 -0.294 2.572 1.042
```

Summary:
**<S²>**: 0.754
**HOMO-LUMO gap (alpha / beta)**: 6.144 / 6.213 eV
**Net charge**: +1
**E_LUMO (alpha / beta)**: -5.8 / -5.7 eV
**2S+1**: 2



Here is one molecule with the formula C3H4Cl2O in a non-equilibrium geometry from the Open Molecules 2025 dataset. Energies are from the ωB97M-V functional and the def2-TZVPD basis.

The geometry in XYZ format:
```
10
Properties=species:S:1:pos:R:3:nbo_charge:R:1
C -0.879 0.954 1.150 -0.247
O -0.750 0.129 0.020 -0.510
C 0.549 -0.143 -0.440 0.093
C 0.842 -1.131 -1.311 -0.136
Cl 2.321 -1.413 -2.125 0.081
Cl -0.586 -2.282 -1.509 -0.031
H -0.480 0.209 2.120 0.173
H -0.295 1.910 1.033 0.178
H -1.954 1.175 1.169 0.210
H 1.232 0.591 -0.106 0.188
```

Summary:
**SMILES**: COC=C(Cl)Cl
**HOMO-LUMO gap**: 9.657 eV
**Net charge**: 0
**E_LUMO**: 0.7 eV



Here is one molecule with the formula C3H4Cl2O in a non-equilibrium geometry from the Open Molecules 2025 dataset. Energies are from the ωB97M-V functional and the def2-TZVPD basis.

The geometry in XYZ format:
```
10
Properties=species:S:1:pos:R:3:nbo_charge:R:1
C -0.302 1.925 1.613 -0.261
O 0.777 0.963 1.711 -0.474
C 0.796 -0.042 0.872 0.131
C 0.091 -0.352 -0.215 -0.227
Cl 0.686 -1.774 -1.020 0.009
Cl -1.247 0.448 -0.945 0.031
H -0.299 2.486 0.718 0.193
H -1.243 1.375 1.805 0.192
H -0.141 2.624 2.450 0.199
H 1.489 -0.835 1.119 0.208
```

Summary:
**SMILES**: COC=C(Cl)Cl
**HOMO-LUMO gap**: 9.408 eV
**Net charge**: 0
**E_LUMO**: 0.7 eV